[1]
48
Properties=species:S:1:pos:R:3:forces:R:3 method="wB97M-V/def2-TZVPD" e_tot_ha=-1148.721879 relative_energy_kcal_mol=17.24 orbital_gap_ev=8.542 total_charge=0
C -7.77339 -1.95840 -0.45554 -0.281 0.056 -0.005
O -6.38581 -2.20113 -0.42679 0.378 0.010 0.023
C -5.54271 -1.17061 -0.17725 0.355 0.075 0.033
C -5.94550 0.15068 0.06178 -0.346 -0.117 -0.042
C -5.00608 1.12406 0.30643 0.277 -0.180 -0.019
C -3.63986 0.82797 0.32238 -0.210 -0.385 -0.106
C -2.62430 1.79261 0.58307 0.478 -0.174 -0.007
C -1.30681 1.47860 0.59128 -0.284 0.416 0.209
C -0.25130 2.50605 0.88100 0.100 -0.037 -0.289
C 0.50527 2.95804 -0.38300 0.031 0.206 0.150
N 1.55211 2.03320 -0.73625 -0.300 -0.214 -0.089
C 2.85822 2.37947 -0.70040 0.160 -0.312 -0.381
O 3.24392 3.52574 -0.58609 0.239 0.355 0.150
C 3.78830 1.18633 -0.83442 -0.004 0.194 0.243
C 3.81708 0.38937 0.48141 0.064 -0.021 -0.216
C 4.63724 -0.85625 0.31172 -0.037 0.011 0.132
C 4.02609 -2.04920 -0.05314 0.011 0.023 0.018
C 4.77707 -3.19420 -0.25005 -0.011 -0.100 -0.047
C 6.15155 -3.15953 -0.08705 0.063 -0.102 -0.020
C 6.76967 -1.97477 0.27485 0.108 -0.014 -0.008
C 6.01656 -0.83096 0.47150 -0.035 0.001 0.006
C -0.88847 0.11124 0.30577 -0.298 -0.191 -0.059
O 0.27251 -0.27849 0.24471 0.258 -0.087 0.053
N -1.90455 -0.78679 0.08940 0.179 -0.351 -0.038
C -3.24224 -0.50225 0.07921 -0.627 0.428 0.050
C -4.18964 -1.48713 -0.16654 -0.210 -0.043 -0.018
H -8.13735 -1.59246 0.50937 0.023 -0.005 -0.046
H -8.04047 -1.24619 -1.24221 0.018 -0.023 0.043
H -8.23370 -2.92106 -0.67130 -0.007 0.098 0.019
H -6.99024 0.41545 0.05711 -0.098 0.001 -0.006
H -5.32193 2.13987 0.49108 -0.041 0.109 0.021
H -2.93528 2.80808 0.78757 0.021 0.133 0.051
H 0.47686 2.09303 1.58261 -0.005 0.089 0.055
H -0.72285 3.37600 1.33933 -0.028 -0.030 0.031
H -0.19890 3.06462 -1.21686 0.038 0.096 0.105
H 0.98914 3.92250 -0.20498 -0.109 -0.109 -0.070
H 1.31114 1.05101 -0.65988 0.129 0.118 0.000
H 3.44124 0.54020 -1.64288 0.023 -0.021 -0.019
H 4.79015 1.54466 -1.07254 -0.082 0.015 -0.045
H 2.79820 0.11611 0.76202 0.022 0.037 0.076
H 4.23973 1.01917 1.26703 -0.057 -0.001 0.029
H 2.95257 -2.07597 -0.17606 -0.140 0.005 -0.004
H 4.28981 -4.11723 -0.53059 -0.037 -0.064 -0.016
H 6.73904 -4.05323 -0.23990 0.041 -0.062 -0.007
H 7.84195 -1.94257 0.40476 0.077 0.003 0.013
H 6.50223 0.09204 0.75527 0.048 0.110 0.040
H -1.61342 -1.74037 -0.09419 0.067 0.206 0.033
H -3.89283 -2.50729 -0.35272 0.040 -0.152 -0.029


[2]
25
Properties=species:S:1:pos:R:3:forces:R:3 method="wB97M-V/def2-TZVPD" e_tot_ha=-439.268546 relative_energy_kcal_mol=97.07 orbital_gap_ev=12.169 total_charge=+2
C 0.96257 2.86180 -1.36918 2.361 0.857 -2.334
N 1.14644 1.47708 -0.83747 -3.855 -0.674 -1.584
C 0.84525 0.39403 -1.85044 1.971 -0.898 -1.651
C 0.15995 -0.72002 -1.14517 -2.822 -3.030 2.931
C 0.17364 -0.37858 0.39114 0.498 2.211 -0.552
C -0.95957 -0.77327 1.28941 -1.805 -1.699 -2.455
N -0.68423 -1.38497 2.56401 -0.945 0.650 -0.988
C -1.32439 -2.21464 1.78026 2.605 2.559 0.324
N -1.64267 -3.44751 1.73372 -1.074 0.367 -1.708
C 0.21542 1.16892 0.29175 0.994 1.147 1.057
H -0.08326 3.15776 -1.75544 1.764 -0.954 0.797
H 1.36001 3.49545 -0.58878 -0.539 0.550 0.233
H 1.83032 2.97019 -2.20438 -2.457 -0.187 1.533
H 2.03470 1.38081 -0.43277 1.982 -0.160 0.029
H 1.79150 0.14022 -2.38737 -0.468 -0.115 0.851
H 0.23133 0.65536 -2.69465 -0.435 1.287 0.097
H -0.96709 -0.90081 -1.36373 1.759 0.947 -0.300
H 0.49356 -1.78203 -1.12147 0.656 0.926 -0.987
H 1.08942 -0.56068 0.86066 1.561 -1.448 0.622
H -1.89753 -0.21076 0.96718 0.856 -0.423 1.495
H -0.66520 -0.89582 3.41837 -0.195 -0.178 1.803
H -2.10536 -3.74404 0.88954 -0.010 -0.361 -0.330
H -1.92046 -3.94251 2.53303 0.041 -0.992 1.646
H -0.77377 1.37185 -0.05695 -0.657 1.324 0.075
H 0.68942 1.88218 1.08872 -1.787 -1.706 -0.604


no.,E_LUMO (eV)
1,0.06
2,-6.90